C36H108Cl2N15O21P7Rb | wB97M-V/def2-TZVPD

```
! wB97M-V def2-TZVPD RIJCOSX def2/J DEFGRID3
* xyz -1 1
Rb -0.092 -0.645 -0.547
Cl -2.026 3.286 -1.402
O -1.810 2.886 -0.022
O -0.996 4.222 -1.889
O -1.908 1.950 -2.002
O -3.407 3.801 -1.584
Cl 2.626 -0.791 -3.755
O 2.914 -0.255 -2.470
O 1.190 -1.039 -3.803
O 2.954 0.175 -4.804
O 3.410 -1.914 -4.059
C -4.173 0.787 1.478
O -4.404 -0.639 1.555
P -3.397 -1.569 2.421
O -1.929 -1.374 2.128
O -3.848 -1.286 3.934
C -3.406 -2.304 4.845
O -3.867 -3.085 2.131
C -3.701 -3.580 0.795
H -4.526 1.119 0.501
H -3.120 1.027 1.628
H -4.807 1.418 2.102
H -4.314 -2.856 5.088
H -3.079 -1.822 5.767
H -2.592 -2.966 4.547
H -3.206 -2.904 0.097
H -4.643 -3.824 0.303
H -3.129 -4.502 0.691
C -0.004 3.191 -5.065
O 1.271 3.088 -5.548
P 2.054 4.367 -6.049
O 1.182 5.564 -6.525
O 3.216 4.645 -4.974
C 3.648 3.704 -3.992
O 2.928 3.828 -7.273
C 3.704 2.685 -7.147
H -0.820 2.746 -5.634
H -0.281 4.232 -4.902
H -0.215 2.724 -4.102
H 4.545 3.108 -4.155
H 2.792 3.033 -3.911
H 3.718 4.153 -3.001
H 4.764 2.936 -7.097
H 3.398 2.115 -8.024
H 3.438 1.992 -6.349
O 2.182 3.613 5.943
P 0.763 3.320 6.195
N -0.104 2.606 4.908
C 0.256 1.271 4.353
C -1.471 3.081 4.489
N -0.046 4.810 6.590
C -0.026 5.214 7.973
C 0.068 5.924 5.672
N 0.357 2.239 7.489
C 1.413 1.411 8.162
C -0.968 1.702 7.652
H 1.192 0.831 4.696
H 0.143 1.278 3.269
H -0.490 0.548 4.682
H -1.333 4.098 4.122
H -2.120 3.151 5.362
H -2.046 2.439 3.823
H -0.666 4.614 8.620
H 1.003 5.048 8.292
H -0.300 6.244 8.202
H -0.770 6.621 5.683
H 1.042 6.412 5.718
H 0.010 5.495 4.672
H 1.518 1.791 9.179
H 1.030 0.392 8.201
H 2.362 1.526 7.639
H -1.651 2.472 7.292
H -1.167 1.330 8.657
H -1.169 0.859 6.991
O 2.193 -0.773 1.036
P 2.899 -1.960 1.646
N 3.734 -1.535 3.081
C 4.685 -2.488 3.671
C 3.209 -0.597 4.032
N 4.053 -2.671 0.541
C 5.205 -1.807 0.140
C 3.504 -3.400 -0.657
N 1.870 -3.259 2.118
C 0.654 -2.913 2.890
C 2.310 -4.617 2.468
H 5.497 -2.044 4.247
H 5.159 -3.056 2.870
H 4.234 -3.188 4.375
H 2.278 -0.978 4.452
H 3.077 0.371 3.549
H 3.857 -0.540 4.907
H 5.646 -1.472 1.079
H 6.037 -2.360 -0.296
H 4.892 -0.953 -0.461
H 2.979 -2.789 -1.391
H 4.261 -4.040 -1.111
H 2.813 -4.186 -0.352
H 0.468 -1.840 2.876
H -0.240 -3.255 2.368
H 0.673 -3.201 3.941
H 2.838 -4.569 3.420
H 3.070 -4.908 1.743
H 1.457 -5.292 2.403
O 4.900 5.393 0.513
P 3.793 4.929 1.413
N 2.449 5.933 1.537
C 2.123 6.781 0.395
C 1.378 5.857 2.501
N 4.289 4.601 3.057
C 4.323 5.814 4.015
C 5.378 3.616 3.217
N 3.189 3.357 0.995
C 2.161 2.694 1.862
C 2.935 3.076 -0.475
H 2.946 6.813 -0.319
H 1.958 7.794 0.763
H 1.280 6.315 -0.115
H 0.478 5.403 2.087
H 1.162 6.894 2.760
H 1.609 5.238 3.368
H 4.716 5.481 4.976
H 4.954 6.550 3.517
H 3.353 6.281 4.188
H 4.987 2.687 2.802
H 6.311 3.965 2.775
H 5.471 3.470 4.293
H 2.688 2.374 2.761
H 1.392 3.446 2.038
H 1.684 1.847 1.368
H 2.758 2.029 -0.722
H 3.832 3.340 -1.036
H 2.092 3.628 -0.892
O -0.290 -3.903 -0.921
P -0.881 -5.115 -1.597
N -0.723 -6.533 -0.696
C 0.596 -7.080 -0.402
C -1.636 -6.756 0.448
N 0.013 -5.409 -3.042
C 0.812 -4.323 -3.659
C -0.135 -6.570 -3.865
N -2.539 -5.037 -2.046
C -2.915 -3.812 -2.760
C -3.192 -6.206 -2.534
H 1.048 -6.610 0.471
H 1.278 -7.125 -1.251
H 0.524 -8.150 -0.203
H -2.704 -6.718 0.235
H -1.438 -6.018 1.226
H -1.488 -7.764 0.835
H 1.624 -4.783 -4.222
H 0.154 -3.757 -4.319
H 1.046 -3.558 -2.919
H -1.031 -7.113 -3.563
H -0.277 -6.288 -4.908
H 0.692 -7.273 -3.768
H -2.821 -3.959 -3.836
H -3.937 -3.529 -2.509
H -2.225 -3.022 -2.465
H -4.262 -6.032 -2.646
H -3.113 -7.110 -1.930
H -2.970 -6.525 -3.552
O -4.511 0.802 -6.794
P -4.580 -0.374 -5.878
N -5.510 -1.614 -6.511
C -6.284 -1.414 -7.715
C -5.395 -2.964 -5.971
N -5.326 0.009 -4.399
C -5.771 -0.903 -3.337
C -5.287 1.405 -3.947
N -3.052 -1.080 -5.567
C -2.377 -1.771 -6.703
C -2.208 -0.483 -4.470
H -6.856 -0.487 -7.698
H -6.946 -2.220 -8.031
H -5.597 -1.158 -8.522
H -6.368 -3.113 -5.502
H -4.638 -3.062 -5.193
H -5.219 -3.667 -6.785
H -4.930 -1.244 -2.734
H -6.474 -0.354 -2.711
H -6.373 -1.748 -3.672
H -6.292 1.828 -3.944
H -4.820 1.492 -2.965
H -4.655 2.041 -4.566
H -1.428 -2.232 -6.428
H -3.039 -2.502 -7.167
H -2.242 -1.030 -7.490
H -1.553 0.307 -4.838
H -1.543 -1.244 -4.061
H -2.906 -0.205 -3.681
*
```

Output
- lowest unoccupied orbital energy (eV) = 1.1
- maximum force (Eh/bohr) = 0.0968
- HOMO (hartree) = -0.2171
- gap between HOMO and LUMO (eV) = 7.051



C6H10O | wB97M-V/def2-TZVPD

```
! wB97M-V def2-TZVPD RIJCOSX def2/J DEFGRID3
* xyz 0 1
C -1.272 -0.303 0.339
C -0.581 -1.506 -0.295
O 0.781 -1.313 -0.617
C 1.549 -0.599 0.328
C 1.464 0.900 0.138
C 0.371 1.575 -0.214
C -1.019 1.016 -0.397
H -0.966 -0.197 1.389
H -2.349 -0.516 0.354
H -0.700 -2.385 0.362
H -1.059 -1.745 -1.252
H 1.282 -0.885 1.358
H 2.584 -0.919 0.176
H 2.400 1.447 0.254
H 0.469 2.646 -0.387
H -1.232 0.892 -1.469
H -1.735 1.765 -0.032
*
```

Output
- lowest unoccupied orbital energy (eV) = 1.1
- maximum force (Eh/bohr) = 0.0057
- HOMO (hartree) = -0.3388
- energy above the lowest of the compared OMol25 structures with the same formula, charge and spin (eV) = 0.638
- gap between HOMO and LUMO (eV) = 10.303



Which value of HOMO does entry 2 give?
-0.3388 hartree